[1]
ORCA calculation (ωB97M-V/def2-TZVPD) on a cluster of 2 separate species, C4H9NO in total in a non-equilibrium geometry.

- Net charge: 0
- HOMO-LUMO gap: 0.3246 Eh
- LUMO level: 0.73 eV
- SMILES string: C=CC(=C)N.O

Each line ends with the natural charge from an NBO analysis.
Cartesian coordinates (Å):
N -1.06775 -1.98400 1.16466  -0.829
C -0.28674 -1.73594 0.01931  0.142
C 0.36258 -2.74394 -0.57252  -0.484
C 0.73478 0.26496 -0.92631  -0.357
C -0.33843 -0.33403 -0.42701  -0.239
H -1.59779 -2.82968 1.18024  0.382
H -1.51762 -1.19973 1.62469  0.375
H 1.13636 -2.54901 -1.30521  0.202
H 0.35896 -3.78645 -0.28187  0.201
H 0.90915 1.20421 -1.45332  0.204
H 1.75763 -0.11756 -0.90814  0.195
H -1.26019 0.19639 -0.21955  0.208
H 0.13091 5.60082 1.01512  0.463
H 0.28898 4.17463 0.73007  0.464
O 0.57467 5.02752 0.39998  -0.926



[2]
ORCA calculation (ωB97M-V/def2-TZVPD) on a structure of composition C4H9NO in a non-equilibrium geometry.

- Net charge: 0
- HOMO-LUMO gap (alpha / beta): 0.3139 / 0.3121 Eh
- LUMO level (alpha / beta): -0.76 / -1.09 eV

Each line ends with the natural charge from an NBO analysis.
Cartesian coordinates (Å):
C -0.41569 1.49857 0.42123  -0.123
C 0.48691 -0.24122 -1.45706  -0.458
C -0.80473 -0.99180 0.76225  -0.628
C 0.26422 0.07597 0.49609  0.227
O -0.61139 1.46099 -0.91416  -0.432
N 1.48864 0.06966 0.95510  -0.527
H 2.00693 -0.74021 0.60385  0.321
H -1.33870 1.51149 1.02059  0.160
H 0.30289 2.25062 0.76759  0.177
H 0.92864 -1.21334 -1.23781  0.174
H 1.23736 0.43494 -1.84581  0.219
H -0.37048 -0.40610 -2.09588  0.216
H -1.69398 -0.79503 0.16764  0.233
H -0.41872 -1.98569 0.53546  0.213
H -1.06190 -0.92885 1.82093  0.229



[3]
ORCA calculation (ωB97M-V/def2-TZVPD) on an isolated molecule of C4H9NO.

- Net charge: 0
- HOMO-LUMO gap: 0.3942 Eh
- LUMO level: 0.98 eV
- SMILES string: C[C@H]1N[C@H]1CO

Each line ends with the natural charge from an NBO analysis.
Cartesian coordinates (Å):
C 0.47157 -0.44782 1.70946  -0.626
C 0.93337 -0.43102 0.27759  -0.068
N 0.12655 -1.11978 -0.72248  -0.632
C 0.34376 0.32235 -0.86545  -0.106
C -0.94076 1.15341 -0.87413  -0.068
O -2.02777 0.46620 -0.31096  -0.725
H 0.94789 0.36348 2.26914  0.213
H -0.61275 -0.33662 1.76164  0.232
H 0.75478 -1.39595 2.18495  0.212
H 2.00839 -0.59338 0.16601  0.184
H 0.69913 -1.70667 -1.31831  0.365
H 1.07151 0.67598 -1.59793  0.196
H -1.15422 1.43144 -1.92284  0.159
H -0.80735 2.09385 -0.32486  0.178
H -1.81411 -0.47549 -0.43183  0.487



[4]
ORCA calculation (ωB97M-V/def2-TZVPD) on a cluster of 2 separate species, C4H9NO in total in a non-equilibrium geometry.

- Net charge: 0
- HOMO-LUMO gap: 0.3563 Eh
- LUMO level: 0.84 eV
- SMILES string: C=N/C=C/C.O

Each line ends with the natural charge from an NBO analysis.
Cartesian coordinates (Å):
C -0.79371 -1.01157 2.36497  -0.631
C -0.79574 -1.04650 0.80557  -0.219
C 0.43293 -0.59021 0.35870  -0.054
N 0.45448 -0.02085 -0.89023  -0.424
C 0.35753 -0.75231 -1.93544  -0.030
H 0.12951 -0.59715 2.66711  0.210
H -0.94348 -1.95155 2.92046  0.204
H -1.56541 -0.54768 2.83934  0.218
H -1.66565 -1.29041 0.10095  0.226
H 1.35171 -0.42039 0.77013  0.206
H 0.23064 -1.75579 -1.96648  0.154
H 0.28934 -0.27825 -2.90643  0.167
H 0.36029 1.85697 -0.85566  0.478
H 0.95540 2.97181 -1.30205  0.444
O 0.30878 2.82024 -0.69983  -0.947



[5]
ORCA calculation (ωB97M-V/def2-TZVPD) on an isolated molecule of C4H9NO in a non-equilibrium geometry.

- Net charge: 0
- HOMO-LUMO gap: 0.3482 Eh
- LUMO level: 1.06 eV
- SMILES string: CCNCC=O

Each line ends with the natural charge from an NBO analysis.
Cartesian coordinates (Å):
C 0.75118 -1.24003 0.69641  -0.677
C 0.48973 -0.93657 -0.83384  -0.206
N -0.34782 0.20899 -1.21479  -0.632
C -0.32566 1.39347 -0.38926  -0.323
C -0.86470 1.14900 1.06339  0.442
O -1.97960 0.82066 1.32385  -0.523
H 1.62130 -0.64122 0.91187  0.221
H 0.96301 -2.31773 0.65988  0.225
H -0.18699 -1.30029 1.23997  0.232
H 0.08232 -1.76762 -1.40506  0.198
H 1.48083 -0.64751 -1.21435  0.171
H -1.25716 -0.03952 -1.57758  0.375
H 0.68128 1.79506 -0.26577  0.183
H -1.03367 2.10971 -0.80656  0.224
H -0.07407 1.41361 1.81184  0.088



[6]
ORCA calculation (ωB97M-V/def2-TZVPD) on an isolated molecule of C4H9NO.

- Net charge: 0
- HOMO-LUMO gap: 0.3191 Eh
- LUMO level: 0.81 eV

Each line ends with the natural charge from an NBO analysis.
Cartesian coordinates (Å):
C 1.26201 -0.72040 -0.79370  -0.629
C 0.29793 0.30424 -0.21382  -0.061
C -0.87470 0.64007 -1.12343  -0.626
N -0.24376 -0.18517 1.06555  -0.165
C -0.70258 0.80059 2.08956  -0.162
O 0.57667 -0.00879 2.17615  -0.404
H 1.72283 -0.33094 -1.70649  0.227
H 0.73802 -1.64804 -1.05864  0.202
H 2.05662 -0.95627 -0.07921  0.230
H 0.82120 1.21913 0.07391  0.236
H -1.54058 1.34214 -0.61290  0.239
H -1.44039 -0.25861 -1.39958  0.202
H -0.51471 1.10455 -2.04616  0.225
H -0.60191 -1.14020 1.03718  0.388
H -1.41016 0.19350 2.69582  0.098



[7]
ORCA calculation (ωB97M-V/def2-TZVPD) on an isolated molecule of C4H9NO.

- Net charge: 0
- HOMO-LUMO gap: 0.3191 Eh
- LUMO level: 0.80 eV

Each line ends with the natural charge from an NBO analysis.
Cartesian coordinates (Å):
C -1.33439 0.02672 0.99550  -0.629
C -0.20639 -0.41892 0.07656  -0.061
C -0.55798 -0.38022 -1.40321  -0.626
N 0.97797 0.43108 0.28571  -0.165
C 2.33391 -0.12122 -0.00881  -0.162
O 1.77178 0.10396 1.38139  -0.404
H -2.19152 -0.64557 0.89253  0.227
H -1.67594 1.03820 0.73938  0.202
H -1.01191 0.01784 2.04112  0.230
H 0.15313 -1.41414 0.34845  0.236
H 0.31599 -0.67328 -1.99245  0.239
H -0.88365 0.62043 -1.71390  0.202
H -1.37429 -1.07756 -1.61324  0.225
H 0.78874 1.43368 0.27130  0.388
H 2.92925 0.80274 -0.17849  0.098



[8]
ORCA calculation (ωB97M-V/def2-TZVPD) on a cluster of 2 separate species, C4H9NO in total in a non-equilibrium geometry.

- Net charge: 0
- HOMO-LUMO gap: 0.3529 Eh
- LUMO level: 0.81 eV
- SMILES string: C=NC(=C)C.O

Each line ends with the natural charge from an NBO analysis.
Cartesian coordinates (Å):
C -0.66119 -1.60845 -1.42732  -0.660
C 0.77692 -0.91698 -1.49335  0.161
C 1.92887 -1.64912 -1.71691  -0.460
C 1.42911 1.43540 -1.13835  -0.055
N 0.74211 0.50764 -1.77543  -0.413
H -0.59304 -2.62937 -1.84006  0.223
H -1.32303 -1.10088 -2.24842  0.236
H -0.92197 -1.52732 -0.34184  0.228
H 2.82408 -1.09098 -1.80368  0.192
H 2.02736 -2.71466 -1.53561  0.207
H 1.37014 2.37727 -1.64868  0.175
H 2.17915 1.36912 -0.32756  0.166
H -3.91113 2.45364 5.44044  0.457
H -2.76047 2.08013 6.11362  0.455
O -3.10691 3.01455 5.74316  -0.912



[9]
ORCA calculation (ωB97M-V/def2-TZVPD) on an isolated molecule of C4H9NO in a non-equilibrium geometry.

- Net charge: 0
- HOMO-LUMO gap: 0.3755 Eh
- LUMO level: 0.90 eV
- SMILES string: CC(=O)N(C)C

Each line ends with the natural charge from an NBO analysis.
Cartesian coordinates (Å):
C -0.08127 1.69311 1.01956  -0.719
C 0.56471 0.93964 -0.12555  0.685
N 0.40217 -0.43503 -0.16377  -0.437
C -0.60541 -1.06356 0.68491  -0.411
C 0.45669 -1.03873 -1.51064  -0.418
O 1.16797 1.53581 -0.99496  -0.615
H -1.17054 1.65562 0.98713  0.227
H 0.22422 1.27785 1.98257  0.223
H 0.24356 2.72652 0.92398  0.245
H -0.35528 -2.11473 0.80340  0.205
H -1.57113 -1.01611 0.16949  0.180
H -0.66264 -0.58052 1.65312  0.212
H 0.95414 -0.34666 -2.17031  0.247
H 0.99896 -1.98250 -1.44447  0.197
H -0.56612 -1.25070 -1.81445  0.180



[10]
ORCA calculation (ωB97M-V/def2-TZVPD) on an isolated molecule of C4H9NO.

- Net charge: 0
- HOMO-LUMO gap: 0.3956 Eh
- LUMO level: 1.09 eV
- SMILES string: CC/N=C/OC

Each line ends with the natural charge from an NBO analysis.
Cartesian coordinates (Å):
C 2.11483 0.57985 0.66122  -0.619
C 1.41962 0.05328 -0.59379  -0.236
N -0.03816 0.05353 -0.50994  -0.513
C -0.56416 -0.67855 0.37223  0.409
O -1.88823 -0.79905 0.54189  -0.496
C -2.68551 -0.07477 -0.38851  -0.263
H 1.96734 -0.09301 1.51339  0.198
H 3.19359 0.66848 0.49249  0.213
H 1.72217 1.56534 0.93348  0.211
H 1.77892 -0.96011 -0.82079  0.181
H 1.69249 0.68097 -1.44853  0.195
H -0.03786 -1.30277 1.10363  0.146
H -3.72252 -0.27853 -0.11963  0.191
H -2.47916 -0.41048 -1.40885  0.191
H -2.47336 0.99581 -0.32829  0.193



[11]
ORCA calculation (ωB97M-V/def2-TZVPD) on a cluster of 2 separate species, C4H9NO in total in a non-equilibrium geometry.

- Net charge: 0
- HOMO-LUMO gap: 0.3929 Eh
- LUMO level: 0.99 eV
- SMILES string: C=NC.CC=O

Each line ends with the natural charge from an NBO analysis.
Cartesian coordinates (Å):
C -2.24022 -2.39199 0.41694  -0.454
C -2.09508 -0.35767 -0.67378  -0.066
N -2.51562 -0.96703 0.34813  -0.387
H -1.33354 -2.68718 -0.08916  0.177
H -3.02382 -2.95521 -0.08491  0.205
H -2.16451 -2.73592 1.44591  0.202
H -1.48652 -0.79171 -1.46500  0.152
H -2.25528 0.71738 -0.64326  0.172
O 1.66864 0.85060 -1.27567  -0.519
C 1.87787 1.11624 -0.12419  0.443
C 2.81478 2.21318 0.29168  -0.731
H 1.43810 0.56957 0.72776  0.105
H 2.95687 2.98036 -0.47292  0.236
H 3.80808 1.74916 0.36417  0.242
H 2.55025 2.69022 1.23431  0.224



[12]
ORCA calculation (ωB97M-V/def2-TZVPD) on an isolated molecule of C4H9NO in a non-equilibrium geometry.

- Net charge: 0
- HOMO-LUMO gap: 0.3480 Eh
- LUMO level: 1.02 eV
- SMILES string: CNCCC=O

Each line ends with the natural charge from an NBO analysis.
Cartesian coordinates (Å):
C 1.00857 1.97228 -1.07385  -0.397
N 0.14413 1.26961 -0.09784  -0.658
C 0.16909 -0.03430 0.54280  -0.202
C -1.01874 -0.96928 0.25857  -0.513
C -0.51062 -2.34604 0.83340  0.452
O -0.64323 -2.59688 1.98959  -0.505
H 1.96717 1.45977 -0.93321  0.194
H 0.62835 1.96525 -2.09832  0.180
H 1.17489 2.97818 -0.73033  0.194
H -0.78636 1.60168 -0.32047  0.349
H 0.91002 -0.57427 -0.07690  0.175
H 0.36062 -0.09666 1.62702  0.198
H -1.38567 -1.07417 -0.76375  0.211
H -1.85980 -0.52920 0.82916  0.212
H -0.15842 -3.02597 0.01413  0.109



[13]
ORCA calculation (ωB97M-V/def2-TZVPD) on a structure of composition C4H9NO in a non-equilibrium geometry.

- Net charge: 0
- HOMO-LUMO gap: 0.3458 Eh
- LUMO level: 0.79 eV

Each line ends with the natural charge from an NBO analysis.
Cartesian coordinates (Å):
C -1.76591 -0.31060 -0.23468  -0.675
C -0.67082 0.93242 -0.08043  0.116
O -0.38983 1.31142 1.20100  -0.796
C 0.54820 0.14268 -0.56242  -0.080
C 1.95899 0.10898 -0.02965  -0.240
N 0.89994 -0.63426 0.62697  -0.615
H -2.31873 -0.34242 0.70486  0.225
H -2.45316 -0.14427 -1.07307  0.207
H -1.41006 -1.36252 -0.39548  0.186
H -0.99591 1.76201 -0.74502  0.177
H 0.29719 0.23008 1.40686  0.458
H 0.35629 -0.36461 -1.50040  0.208
H 2.44128 0.83756 0.62068  0.223
H 2.65704 -0.52544 -0.57264  0.204
H 0.84550 -1.64103 0.63342  0.400



[14]
ORCA calculation (ωB97M-V/def2-TZVPD) on an isolated molecule of C4H9NO in a non-equilibrium geometry.

- Net charge: 0
- HOMO-LUMO gap: 0.3865 Eh
- LUMO level: 0.94 eV
- SMILES string: CC/N=C\OC

Each line ends with the natural charge from an NBO analysis.
Cartesian coordinates (Å):
C 2.12255 0.29671 0.12121  -0.637
C 0.74361 0.83844 -0.12162  -0.212
N 0.01461 0.60358 1.46392  -0.422
C -0.77712 -0.34674 1.24863  0.330
O -0.72806 -0.86438 -0.01798  -0.559
C -1.85532 -0.65060 -0.81903  -0.261
H 2.08780 -0.80041 0.17302  0.211
H 2.83675 0.55912 -0.66700  0.210
H 2.44468 0.67927 1.08514  0.219
H 0.44019 0.52042 -1.16366  0.195
H 0.57454 1.89540 -0.07925  0.191
H -1.48670 -0.88848 1.88914  0.177
H -2.56506 -1.43560 -0.57109  0.181
H -1.53514 -0.74597 -1.86184  0.197
H -2.31734 0.33925 -0.67958  0.180



[15]
ORCA calculation (ωB97M-V/def2-TZVPD) on an isolated molecule of C4H9NO in a non-equilibrium geometry.

- Net charge: 0
- HOMO-LUMO gap: 0.3519 Eh
- LUMO level: 1.05 eV
- SMILES string: C=C[C@H](C)ON

Each line ends with the natural charge from an NBO analysis.
Cartesian coordinates (Å):
C 0.47448 -0.06691 -0.39516  0.052
C 1.38155 -1.21451 -0.00892  -0.637
N 0.40680 2.02640 1.08850  -0.552
C -0.84460 -0.32719 -0.82074  -0.131
C -2.12988 -0.49144 -0.61847  -0.398
O -0.05764 0.65902 1.12209  -0.527
H 0.93171 0.79087 -0.89146  0.238
H 0.95732 2.12250 1.94306  0.331
H -0.43428 2.58254 1.24987  0.332
H -0.16943 -0.61547 -1.87870  0.161
H 2.04077 -1.48543 -0.83674  0.220
H 1.98402 -0.89659 0.84376  0.247
H 0.81420 -2.09640 0.29643  0.226
H -2.78807 -0.84662 -1.40274  0.215
H -2.56695 -0.14074 0.30922  0.221